{
  "formula": "C49H42BN11PTi",
  "method": "the ωB97M-V functional and the def2-TZVPD basis",
  "elements": ["Ti", "C", "C", "N", "N", "C", "B", "N", "C", "C", "C", "N", "N", "C", "C", "C", "N", "N", "C", "C", "C", "N", "H", "H", "H", "H", "H", "H", "H", "H", "H", "H", "H", "H", "N", "C", "C", "C", "C", "C", "C", "C", "C", "C", "C", "C", "C", "N", "C", "C", "C", "C", "N", "H", "H", "H", "H", "H", "H", "H", "H", "H", "H", "C", "C", "C", "C", "C", "C", "C", "P", "C", "C", "C", "C", "C", "C", "C", "C", "C", "C", "C", "C", "C", "C", "H", "H", "H", "H", "H", "H", "H", "H", "H", "H", "H", "H", "H", "H", "H", "H", "H", "H", "H", "H"],
  "xyz": [[0.069, 0.137, -0.337], [3.072, -1.060, 2.566], [1.939, -0.354, 2.178], [1.641, -0.613, 0.906], [2.576, -1.492, 0.454], [3.452, -1.763, 1.439], [2.516, -1.878, -1.049], [1.159, -2.606, -1.336], [1.004, -3.880, -1.751], [-0.267, -4.014, -2.261], [-0.837, -2.744, -2.122], [0.015, -1.903, -1.547], [2.501, -0.560, -1.881], [3.397, -0.092, -2.766], [2.942, 1.115, -3.257], [1.739, 1.338, -2.595], [1.483, 0.324, -1.770], [3.651, -2.764, -1.543], [3.787, -3.174, -2.836], [4.822, -4.067, -2.890], [5.267, -4.159, -1.556], [4.562, -3.382, -0.755], [3.549, -1.054, 3.532], [1.351, 0.356, 2.742], [4.267, -2.441, 1.265], [1.799, -4.602, -1.661], [-0.720, -4.897, -2.681], [-1.811, -2.424, -2.446], [4.295, -0.643, -2.990], [3.421, 1.753, -3.980], [1.060, 2.173, -2.664], [3.134, -2.802, -3.610], [5.204, -4.587, -3.753], [6.073, -4.753, -1.151], [-4.282, 9.051, -3.111], [-3.756, 8.073, -2.812], [-3.112, 6.846, -2.435], [-2.900, 5.842, -3.377], [-2.308, 4.651, -3.000], [-1.915, 4.422, -1.676], [-2.113, 5.452, -0.748], [-2.703, 6.645, -1.115], [-1.342, 3.130, -1.255], [-2.046, 1.940, -1.578], [-3.298, 1.810, -2.207], [-3.664, 0.457, -2.133], [-2.647, -0.190, -1.466], [-1.635, 0.679, -1.147], [-0.127, 3.147, -0.511], [0.729, 4.250, -0.358], [1.866, 3.806, 0.334], [1.683, 2.464, 0.575], [0.475, 2.030, 0.080], [-3.202, 6.006, -4.404], [-2.121, 3.885, -3.740], [-1.816, 5.295, 0.281], [-2.867, 7.428, -0.387], [-3.885, 2.609, -2.627], [-4.570, 0.008, -2.512], [-2.635, -1.215, -1.136], [0.558, 5.244, -0.741], [2.728, 4.391, 0.620], [2.370, 1.810, 1.080], [-5.020, 0.331, 1.261], [-5.032, 1.110, 2.549], [-6.231, 1.615, 3.039], [-6.280, 2.356, 4.210], [-5.110, 2.600, 4.910], [-3.905, 2.101, 4.437], [-3.844, 1.352, 3.262], [-2.269, 0.627, 2.604], [-1.023, 1.457, 3.702], [-0.881, 2.791, 3.296], [-0.027, 3.671, 3.931], [0.726, 3.219, 5.003], [0.602, 1.904, 5.414], [-0.258, 0.995, 4.788], [-0.278, -0.409, 5.340], [-2.432, -1.100, 3.193], [-3.311, -1.469, 4.202], [-3.275, -2.733, 4.778], [-2.305, -3.652, 4.371], [-1.478, -3.348, 3.322], [-1.577, -2.107, 2.623], [-0.870, -2.027, 1.418], [-6.033, 0.103, 0.930], [-4.474, -0.609, 1.363], [-4.528, 0.911, 0.478], [-7.144, 1.424, 2.485], [-7.227, 2.734, 4.576], [-5.130, 3.175, 5.828], [-3.007, 2.298, 5.006], [-1.478, 3.139, 2.458], [0.059, 4.693, 3.584], [1.407, 3.886, 5.517], [1.191, 1.556, 6.257], [0.408, -0.482, 6.184], [0.034, -1.142, 4.595], [-1.268, -0.694, 5.690], [-4.013, -0.744, 4.590], [-3.963, -2.984, 5.575], [-2.225, -4.608, 4.872], [-0.751, -4.071, 2.971], [-0.248, -2.865, 1.137], [-1.042, -1.269, 0.662]],
  "atomic_forces_ev_per_a": [[-0.2, -0.5, -0.2], [0.0, 0.0, 0.1], [0.0, 0.0, 0.0], [0.5, -0.2, 0.4], [0.2, 0.0, 0.0], [-0.1, 0.0, 0.0], [-0.2, 0.0, 0.2], [0.1, 0.0, -0.2], [-0.1, 0.0, 0.1], [0.0, 0.0, 0.0], [0.0, -0.2, 0.0], [0.2, 0.0, 0.3], [0.1, -0.1, -0.1], [0.0, 0.0, 0.0], [0.0, 0.1, 0.0], [0.1, -0.1, -0.1], [1.0, 0.2, -1.0], [-0.1, 0.0, -0.1], [0.0, 0.1, 0.1], [0.1, -0.1, 0.0], [0.0, 0.1, 0.0], [0.0, 0.0, 0.0], [0.0, 0.0, -0.1], [-0.1, 0.0, 0.0], [0.0, 0.0, -0.1], [0.0, 0.1, 0.0], [0.0, 0.1, 0.0], [0.0, 0.1, 0.1], [0.0, 0.0, 0.0], [0.0, 0.0, 0.0], [0.0, 0.0, 0.1], [0.0, 0.0, 0.0], [0.0, 0.1, 0.0], [0.0, 0.0, 0.0], [0.0, -0.1, 0.0], [0.0, 0.1, 0.0], [0.1, -0.1, 0.1], [0.0, 0.1, -0.1], [0.1, 0.0, 0.0], [0.0, 0.0, -0.1], [0.0, -0.1, 0.0], [0.0, 0.1, 0.0], [0.1, -0.2, 0.0], [-0.3, 0.1, 0.2], [0.1, 0.1, 0.1], [0.0, -0.1, 0.0], [-0.3, 0.0, -0.2], [-0.8, 0.3, -0.2], [0.1, 0.2, 0.0], [-0.1, 0.0, 0.0], [0.0, -0.1, 0.0], [0.1, 0.3, 0.1], [0.0, 0.7, 0.2], [0.0, 0.0, 0.0], [-0.1, 0.0, 0.0], [0.0, 0.0, 0.0], [0.0, 0.0, 0.0], [0.0, 0.0, 0.0], [0.0, 0.0, 0.1], [0.1, 0.0, 0.0], [0.0, 0.0, 0.0], [0.0, 0.0, 0.0], [0.0, -0.1, 0.0], [0.0, 0.1, 0.1], [0.1, -0.1, -0.1], [0.0, 0.0, 0.0], [0.0, 0.0, 0.0], [0.0, 0.0, 0.0], [0.0, -0.1, 0.0], [0.0, 0.0, -0.1], [0.0, 0.1, 0.2], [-0.1, 0.0, -0.1], [0.0, -0.1, -0.1], [0.0, 0.1, 0.0], [0.0, 0.1, 0.0], [0.0, -0.1, 0.0], [0.0, 0.1, 0.0], [-0.1, 0.1, -0.1], [0.2, -0.1, -0.1], [0.1, 0.0, 0.0], [0.0, 0.0, 0.0], [-0.1, 0.0, 0.1], [0.1, 0.0, -0.2], [-0.2, 0.0, 0.2], [-0.1, 0.0, 0.2], [0.0, 0.0, 0.0], [0.0, 0.0, 0.0], [0.0, -0.1, -0.1], [0.0, 0.0, 0.0], [0.0, 0.0, 0.0], [0.0, 0.0, 0.0], [0.1, 0.0, 0.0], [0.1, 0.0, -0.1], [0.0, 0.0, 0.0], [0.0, 0.0, 0.0], [0.0, 0.0, 0.0], [0.0, 0.0, 0.0], [0.0, 0.0, 0.0], [0.0, 0.0, 0.0], [0.0, 0.1, 0.0], [0.0, 0.0, 0.0], [0.0, 0.0, 0.0], [-0.1, 0.0, 0.0], [0.1, 0.1, -0.2], [-0.7, -0.3, 0.4]],
  "e_lumo_ev": [0.0511, -1.2795],
  "energy_ha": -3710.5375,
  "spin_multiplicity": 4,
  "charge": 0
}


{
  "formula": "C28H55FeO2Si4Te",
  "method": "the ωB97M-V functional and the def2-TZVPD basis",
  "elements": ["O", "C", "C", "H", "H", "C", "H", "H", "C", "H", "H", "H", "C", "H", "H", "H", "Fe", "C", "C", "C", "H", "C", "C", "H", "H", "H", "H", "C", "C", "C", "H", "C", "C", "H", "H", "H", "H", "O", "C", "C", "H", "H", "C", "H", "H", "C", "H", "H", "H", "H", "C", "Si", "C", "C", "Si", "Te", "Si", "C", "C", "C", "Si", "C", "C", "C", "H", "H", "H", "H", "H", "H", "H", "H", "H", "H", "H", "H", "H", "H", "H", "H", "H", "H", "H", "H", "H", "H", "H", "H", "H", "H", "H"],
  "xyz": [[0.562, 0.324, -8.014], [0.363, 1.628, -8.599], [0.119, 1.036, -9.983], [1.252, 2.256, -8.502], [-0.486, 2.149, -8.150], [0.337, -0.334, -9.309], [0.857, 1.293, -10.738], [-0.878, 1.190, -10.387], [1.574, -1.080, -9.747], [2.440, -0.420, -9.755], [1.444, -1.490, -10.749], [1.783, -1.905, -9.067], [-0.881, -1.224, -9.246], [-1.751, -0.665, -8.907], [-0.715, -2.047, -8.551], [-1.103, -1.646, -10.227], [0.000, 0.000, 0.000], [-1.958, -0.491, 1.246], [-1.660, 0.872, 1.420], [-1.836, 1.510, 0.169], [-1.326, 1.346, 2.325], [-2.246, 0.540, -0.762], [-2.303, -0.703, -0.110], [-2.558, -1.648, -0.560], [-1.918, -1.243, 2.013], [-1.641, 2.546, -0.033], [-2.434, 0.713, -1.808], [1.106, -1.439, 1.549], [0.336, -2.237, 0.670], [0.865, -2.103, -0.628], [-0.510, -2.844, 0.940], [1.984, -1.239, -0.541], [2.133, -0.845, 0.797], [2.850, -0.135, 1.164], [0.935, -1.302, 2.603], [0.507, -2.605, -1.510], [2.583, -0.888, -1.363], [0.325, 0.599, -2.142], [-0.046, -0.281, -3.225], [-0.358, 0.622, -4.401], [-0.887, -0.888, -2.900], [0.798, -0.941, -3.434], [0.567, 1.806, -4.147], [-1.400, 0.942, -4.369], [-0.185, 0.130, -5.355], [0.498, 1.953, -2.644], [0.256, 2.713, -4.660], [1.583, 1.570, -4.463], [-0.361, 2.545, -2.328], [1.384, 2.362, -2.175], [3.922, 1.210, 4.759], [2.340, 1.779, 5.576], [2.415, 1.265, 7.369], [2.279, 3.641, 5.502], [0.576, 0.929, 4.455], [1.194, 1.810, 2.046], [0.408, -1.258, 5.234], [-0.152, -1.317, 7.018], [-0.878, -2.349, 4.403], [2.058, -2.137, 5.145], [-1.301, 1.965, 5.208], [-1.241, 2.242, 7.058], [-1.465, 3.640, 4.397], [-2.852, 0.966, 4.873], [4.788, 1.646, 5.299], [3.941, 1.548, 3.704], [3.995, 0.105, 4.789], [3.284, 1.756, 7.852], [1.490, 1.562, 7.899], [2.556, 0.169, 7.436], [2.271, 3.972, 4.444], [1.368, 4.004, 6.014], [3.172, 4.056, 6.013], [-1.183, -0.923, 7.093], [-0.161, -2.374, 7.354], [0.518, -0.742, 7.679], [-0.643, -2.570, 3.352], [-0.906, -3.322, 4.935], [-1.879, -1.884, 4.467], [2.432, -2.179, 4.104], [2.796, -1.608, 5.781], [1.939, -3.169, 5.530], [-0.383, 2.893, 7.308], [-2.177, 2.745, 7.376], [-1.147, 1.286, 7.598], [-1.550, 3.522, 3.299], [-2.377, 4.140, 4.783], [-0.578, 4.259, 4.633], [-2.988, 0.774, 3.795], [-2.793, 0.004, 5.415], [-3.730, 1.529, 5.248]],
  "atomic_forces_ev_per_a": [[-0.1, -0.1, -0.3], [0.0, 0.0, 0.2], [0.0, 0.0, -0.1], [0.0, 0.0, 0.0], [0.0, 0.0, 0.0], [0.0, 0.2, 0.2], [0.0, 0.0, 0.0], [-0.1, 0.0, 0.0], [0.1, 0.0, 0.0], [0.0, 0.1, 0.0], [0.0, 0.0, -0.1], [0.0, 0.0, 0.1], [-0.1, 0.0, 0.0], [0.0, 0.1, 0.0], [0.0, 0.0, 0.1], [0.0, 0.0, -0.1], [0.0, -0.1, 0.8], [-0.5, 0.2, 0.2], [-1.0, -0.3, -0.1], [0.1, 0.2, 0.1], [-0.3, -0.1, -0.2], [-0.1, -0.1, -0.2], [-0.3, 0.0, 0.0], [0.0, -0.1, -0.1], [0.0, -0.1, 0.1], [0.0, 0.2, 0.0], [0.0, 0.0, -0.2], [0.0, -0.9, -0.1], [0.5, -0.2, 0.2], [0.0, -0.2, -0.1], [-0.1, 0.0, 0.0], [0.2, -0.1, -0.1], [0.5, -0.4, -0.4], [0.1, -0.2, 0.0], [0.0, 0.1, -0.2], [-0.1, 0.0, -0.1], [0.1, 0.0, -0.1], [0.2, 0.5, -0.6], [0.1, 0.2, 0.3], [0.0, -0.1, -0.1], [-0.1, 0.0, 0.1], [0.1, 0.0, 0.0], [0.1, 0.1, -0.1], [-0.1, 0.1, 0.1], [0.1, 0.0, -0.1], [-0.3, -0.7, 0.4], [0.0, 0.1, -0.1], [0.1, 0.0, 0.0], [-0.1, 0.0, 0.0], [0.2, 0.1, 0.0], [0.5, -0.1, -0.1], [0.5, 0.2, -0.1], [0.1, -0.1, 0.6], [0.1, 0.6, 0.1], [0.2, 0.0, -1.7], [0.6, 1.1, 1.4], [-0.1, -0.4, -0.4], [-0.1, 0.1, 0.6], [-0.3, -0.4, -0.2], [0.4, -0.2, 0.1], [-0.4, 0.3, -0.1], [0.0, 0.2, 0.5], [-0.2, 0.4, -0.1], [-0.4, -0.1, 0.0], [-0.3, -0.3, -0.3], [0.0, -0.2, 0.5], [0.1, 0.5, -0.1], [-0.4, -0.2, -0.1], [0.5, -0.3, -0.1], [-0.1, 0.5, 0.1], [-0.1, -0.1, 0.6], [0.4, 0.0, -0.3], [-0.4, 0.0, -0.2], [0.5, -0.2, 0.1], [0.0, 0.5, -0.1], [-0.4, -0.2, -0.1], [-0.2, 0.1, 0.3], [-0.1, 0.4, -0.2], [0.4, -0.3, -0.1], [-0.1, 0.0, 0.5], [-0.2, -0.3, -0.3], [0.1, 0.4, -0.2], [-0.4, -0.3, 0.0], [0.4, -0.2, 0.0], [0.0, 0.4, -0.1], [0.1, 0.2, 0.5], [0.4, -0.1, -0.2], [-0.4, -0.2, -0.3], [0.0, 0.0, 0.4], [-0.2, 0.3, -0.3], [0.3, -0.3, -0.2]],
  "e_lumo_ev": [1.9285, 1.9284],
  "energy_ha": -3940.1173,
  "spin_multiplicity": 5,
  "charge": -1
}


{
  "formula": "C28H42F18O17P2",
  "method": "the ωB97M-V functional and the def2-TZVPD basis",
  "elements": ["O", "C", "O", "C", "C", "C", "P", "P", "O", "O", "O", "H", "H", "H", "H", "H", "H", "H", "H", "H", "H", "H", "H", "C", "C", "O", "C", "O", "C", "F", "F", "F", "H", "H", "H", "H", "H", "C", "C", "O", "C", "O", "C", "F", "F", "F", "H", "H", "H", "H", "H", "C", "C", "O", "C", "O", "C", "F", "F", "F", "H", "H", "H", "H", "H", "C", "C", "O", "C", "O", "C", "F", "F", "F", "H", "H", "H", "H", "H", "C", "C", "O", "C", "O", "C", "F", "F", "F", "H", "H", "H", "H", "H", "C", "C", "O", "C", "O", "C", "F", "F", "F", "H", "H", "H", "H", "H"],
  "xyz": [[6.521, 1.209, 6.781], [6.824, 1.717, 5.708], [6.647, 1.017, 4.551], [7.396, 3.106, 5.564], [6.448, 4.039, 4.786], [5.257, 4.486, 5.644], [3.624, 3.720, 5.049], [1.712, 2.708, 4.383], [0.523, 3.559, 4.456], [1.600, 1.317, 5.200], [1.984, 2.168, 2.882], [6.819, 1.580, 3.791], [7.501, 3.501, 6.565], [8.383, 3.073, 5.112], [6.994, 4.906, 4.436], [6.095, 3.504, 3.900], [5.424, 4.168, 6.670], [5.178, 5.569, 5.643], [2.975, 4.043, 6.276], [4.314, 2.479, 4.792], [3.504, 4.653, 3.990], [2.069, 1.357, 6.040], [2.800, 1.656, 2.907], [-1.113, 0.568, 1.271], [0.213, -0.154, 1.279], [0.027, -1.590, 1.245], [-0.244, -2.107, 0.064], [-0.337, -1.530, -0.979], [-0.395, -3.633, 0.193], [-1.172, -3.958, 1.227], [0.804, -4.194, 0.377], [-0.930, -4.141, -0.909], [-1.741, 0.229, 2.095], [-0.960, 1.640, 1.365], [-1.654, 0.381, 0.347], [0.752, 0.051, 2.198], [0.842, 0.151, 0.443], [-0.902, -1.597, -4.751], [-0.988, -0.220, -5.372], [0.314, 0.399, -5.456], [1.076, 0.006, -6.456], [0.806, -0.792, -7.302], [2.413, 0.767, -6.412], [2.924, 0.779, -5.180], [2.228, 2.033, -6.800], [3.296, 0.205, -7.226], [-0.416, -1.549, -3.775], [-1.902, -2.012, -4.625], [-0.326, -2.275, -5.379], [-1.582, 0.440, -4.751], [-1.444, -0.248, -6.360], [-0.926, 2.939, 10.600], [-0.510, 1.487, 10.693], [0.679, 1.230, 9.917], [1.825, 1.573, 10.475], [1.994, 2.059, 11.550], [2.978, 1.211, 9.522], [2.703, 1.621, 8.271], [3.155, -0.108, 9.493], [4.105, 1.784, 9.904], [-1.058, 3.230, 9.558], [-1.866, 3.090, 11.128], [-0.175, 3.593, 11.040], [-1.271, 0.840, 10.265], [-0.343, 1.178, 11.724], [-5.300, -4.605, -2.746], [-6.579, -4.342, -3.511], [-6.953, -2.949, -3.449], [-6.311, -2.143, -4.274], [-5.474, -2.445, -5.068], [-6.844, -0.710, -4.095], [-6.934, -0.384, -2.804], [-8.063, -0.612, -4.635], [-6.053, 0.174, -4.690], [-5.395, -4.263, -1.715], [-5.081, -5.672, -2.742], [-4.456, -4.084, -3.196], [-7.413, -4.877, -3.063], [-6.498, -4.650, -4.552], [-4.547, 5.138, -1.763], [-4.342, 3.912, -2.626], [-2.940, 3.605, -2.770], [-2.379, 2.967, -1.759], [-2.905, 2.599, -0.754], [-0.900, 2.701, -2.089], [-0.303, 3.796, -2.560], [-0.812, 1.743, -3.016], [-0.239, 2.286, -1.018], [-3.986, 5.983, -2.165], [-5.603, 5.400, -1.732], [-4.205, 4.964, -0.744], [-4.699, 4.092, -3.637], [-4.871, 3.046, -2.231], [1.705, -4.364, -8.609], [1.269, -5.722, -9.110], [0.947, -6.608, -8.017], [-0.245, -6.445, -7.471], [-1.086, -5.661, -7.789], [-0.436, -7.476, -6.343], [0.633, -7.526, -5.548], [-0.626, -8.691, -6.868], [-1.494, -7.167, -5.608], [2.541, -4.463, -7.916], [2.016, -3.736, -9.443], [0.896, -3.857, -8.085], [2.078, -6.215, -9.644], [0.416, -5.650, -9.783]],
  "atomic_forces_ev_per_a": [[0.5, 0.9, -2.1], [-0.4, -1.0, 1.6], [-0.1, 0.0, 0.6], [-0.4, 0.3, 0.0], [0.0, -0.1, 0.3], [0.1, -0.4, -0.3], [0.7, 0.2, 0.4], [-0.2, 0.2, 0.0], [-0.3, 0.2, -0.1], [0.2, 0.0, -0.2], [0.1, 0.0, 0.2], [0.2, 0.1, -0.1], [0.2, 0.0, 0.2], [0.1, -0.2, -0.2], [0.2, 0.1, -0.1], [-0.1, 0.1, -0.3], [-0.1, 0.0, 0.2], [-0.2, 0.2, 0.0], [-0.1, 0.0, 0.0], [-0.1, 0.0, 0.0], [-0.2, -0.1, -0.1], [-0.1, -0.2, 0.3], [0.0, -0.3, -0.3], [-0.2, -0.3, 0.0], [0.0, 0.5, 0.1], [0.1, -0.1, 0.0], [0.1, 0.1, 0.2], [0.0, 0.0, -0.2], [0.0, 0.1, 0.0], [-0.1, -0.1, 0.1], [0.2, -0.1, 0.0], [-0.1, -0.1, -0.2], [0.1, 0.0, 0.1], [0.0, 0.0, 0.0], [0.0, 0.1, -0.1], [0.0, -0.2, 0.1], [-0.1, -0.1, -0.1], [0.3, -0.1, 0.0], [-0.5, -0.3, 0.1], [0.0, 0.1, 0.0], [-0.2, 0.0, 0.2], [0.1, -0.2, -0.3], [0.0, -0.1, 0.0], [0.1, 0.0, 0.1], [0.0, 0.2, 0.0], [0.1, -0.1, -0.1], [-0.1, 0.0, 0.0], [0.0, 0.0, 0.0], [-0.1, 0.0, -0.1], [0.1, 0.1, 0.0], [0.2, 0.0, -0.1], [0.2, 0.1, -0.1], [-0.4, 0.1, 0.2], [0.0, -0.1, -0.1], [-0.2, -0.1, -0.1], [0.1, 0.1, 0.2], [0.1, 0.0, 0.1], [0.0, 0.1, -0.3], [0.0, -0.2, 0.0], [0.1, 0.1, 0.0], [-0.1, 0.0, 0.0], [0.0, 0.0, 0.0], [0.0, 0.0, 0.1], [0.1, -0.1, -0.1], [0.1, 0.0, 0.0], [0.1, 0.2, 0.0], [0.1, -0.5, 0.1], [-0.1, 0.0, 0.1], [-0.1, -0.2, 0.1], [0.2, 0.1, -0.2], [0.0, 0.1, 0.1], [0.0, 0.0, 0.1], [-0.2, 0.0, -0.1], [0.2, 0.1, -0.1], [0.0, -0.1, 0.0], [0.0, 0.0, 0.0], [0.0, 0.0, -0.1], [-0.1, 0.1, 0.0], [0.1, 0.1, 0.0], [0.2, 0.0, 0.1], [-0.5, 0.2, 0.0], [0.0, 0.0, -0.1], [-0.1, 0.1, -0.2], [0.0, -0.1, 0.2], [0.1, -0.1, 0.0], [0.1, 0.1, 0.0], [0.0, -0.1, -0.2], [0.1, 0.1, 0.2], [-0.1, 0.0, -0.1], [0.0, 0.0, 0.0], [-0.1, -0.1, 0.0], [0.1, 0.0, -0.1], [0.1, -0.1, 0.1], [-0.1, 0.0, 0.3], [0.2, 0.3, -0.4], [0.0, -0.1, 0.0], [0.2, 0.0, -0.1], [-0.2, 0.1, 0.0], [0.0, 0.1, 0.0], [0.1, 0.0, 0.1], [0.0, -0.2, -0.1], [-0.2, 0.0, 0.1], [0.1, 0.0, -0.1], [0.0, 0.0, 0.0], [0.0, 0.0, -0.1], [0.0, -0.1, 0.1], [-0.1, 0.0, 0.1]],
  "e_lumo_ev": 0.0392,
  "energy_ha": -4851.6411,
  "smiles": "O=C(O)CCC[PH3]P(=O)(O)O.CCOC(=O)C(F)(F)F.CCOC(=O)C(F)(F)F.CCOC(=O)C(F)(F)F.CCOC(=O)C(F)(F)F.CCOC(=O)C(F)(F)F.CCOC(=O)C(F)(F)F",
  "spin_multiplicity": 1,
  "charge": 0
}


Look up the charge of the first one.
0